Record 1
{
  "formula": "C15H34Cl6NO5P",
  "method": "ωB97M-V/def2-TZVPD",
  "symbols": ["C", "C", "O", "P", "O", "O", "C", "C", "O", "C", "C", "H", "H", "H", "H", "H", "H", "H", "H", "H", "H", "H", "H", "H", "H", "H", "C", "N", "C", "C", "O", "H", "H", "H", "H", "H", "H", "H", "Cl", "C", "C", "Cl", "H", "H", "H", "H", "Cl", "C", "C", "Cl", "H", "H", "H", "H", "Cl", "C", "C", "Cl", "H", "H", "H", "H"],
  "positions_angstrom": [[9.01592, -4.14078, 2.15997], [7.50918, -4.13397, 2.11566], [6.97941, -3.55878, 3.29966], [5.58603, -4.09317, 3.98330], [5.26401, -5.51254, 3.69295], [5.81388, -3.74746, 5.57037], [6.80029, -4.48135, 6.30112], [6.70899, -4.20622, 7.79192], [4.43587, -2.99132, 3.66163], [3.22975, -2.95729, 4.38022], [2.18321, -3.95712, 3.84047], [9.46265, -4.87826, 2.82679], [9.42345, -4.49723, 1.21394], [9.45219, -3.14915, 2.28018], [7.25215, -3.53199, 1.24408], [7.25637, -5.18857, 2.00621], [6.77180, -5.56361, 6.17462], [7.79975, -4.23300, 5.94401], [6.61506, -3.12591, 7.90234], [5.87235, -4.71118, 8.27479], [7.67244, -4.48383, 8.21945], [3.44862, -3.19783, 5.42058], [2.81352, -1.95557, 4.27344], [1.19047, -3.73681, 4.23295], [2.08250, -3.97095, 2.75522], [2.45278, -4.96749, 4.14805], [-3.92865, 4.15926, -9.94965], [-4.24076, 5.57882, -9.65741], [-3.37996, 6.20198, -8.68672], [-5.31457, 6.24759, -10.23852], [-5.77697, 7.28202, -9.91175], [-3.94141, 3.91909, -11.01278], [-4.65132, 3.66692, -9.29892], [-2.91332, 3.84450, -9.70851], [-3.67867, 7.19695, -8.35670], [-3.16749, 5.78101, -7.70399], [-2.43833, 6.21430, -9.23560], [-5.83146, 5.61461, -10.97633], [-8.61901, -0.39714, -0.71239], [-9.91712, 0.15288, -1.68306], [-9.60738, 0.00935, -3.20956], [-9.52642, -1.76788, -3.61327], [-10.12685, 1.18628, -1.40700], [-10.87260, -0.33980, -1.50296], [-8.62836, 0.43883, -3.42205], [-10.29020, 0.50031, -3.90297], [-2.30999, 5.37487, 4.62358], [-0.96036, 4.31035, 5.17446], [0.40134, 4.66480, 4.50312], [0.95846, 6.37760, 4.81139], [-1.25309, 3.28051, 4.96992], [-1.00983, 4.42263, 6.25753], [0.21133, 4.62171, 3.43068], [1.11906, 3.89532, 4.78748], [-3.13846, 1.26288, -4.11040], [-3.12271, 0.01347, -2.93358], [-2.90838, 0.49608, -1.47042], [-1.17743, 0.98097, -1.16660], [-2.37457, -0.71399, -3.24850], [-4.04139, -0.55109, -3.09301], [-3.09420, -0.31906, -0.77106], [-3.54158, 1.36443, -1.28837]],
  "forces_ev_per_angstrom": [[1.004, -0.045, -0.263], [1.155, -0.584, -0.588], [-2.079, -0.134, 1.145], [0.197, 0.151, 0.753], [0.334, 1.401, 0.109], [-0.047, -0.536, -1.447], [0.770, -0.690, 0.460], [0.101, 0.736, -0.674], [2.452, -0.853, -0.765], [-1.602, -0.748, 0.041], [0.343, -0.197, 0.232], [-0.284, 0.338, 0.654], [-0.390, 0.101, -0.456], [-0.055, -0.027, 0.392], [-0.621, -0.134, 0.091], [-0.835, 0.201, -0.045], [-0.705, -0.099, -0.498], [-0.008, 0.505, -0.115], [-0.122, 0.032, 0.310], [0.136, 0.016, -0.020], [-0.192, -0.209, 0.261], [-0.229, 0.314, 0.117], [0.354, 0.107, 0.166], [0.060, 0.110, 0.214], [0.289, 0.283, -0.028], [-0.027, -0.041, -0.049], [-0.643, 0.831, 0.215], [-0.464, 0.149, -0.260], [1.056, 0.987, -0.175], [1.023, -3.521, 0.344], [-0.393, 2.600, 0.730], [-0.900, 0.048, -0.002], [0.264, -1.102, -0.594], [0.027, 0.607, 0.640], [-0.268, 0.194, -0.935], [-0.550, -1.257, -0.192], [0.551, 0.636, 0.598], [0.298, -0.174, -0.367], [0.857, -0.625, 0.827], [-1.632, 0.895, -2.170], [0.581, -0.259, 0.853], [-0.087, 0.834, -0.020], [0.299, 0.188, -0.323], [0.325, -0.524, 0.330], [0.076, -0.250, 0.072], [-0.403, -0.252, 0.429], [0.318, -0.261, -0.176], [0.175, 0.717, 0.252], [-1.666, 0.181, 0.060], [-0.203, -1.251, 0.119], [0.192, 0.081, -0.349], [0.577, 0.068, -0.075], [0.304, -0.032, 0.047], [0.303, 0.497, 0.115], [0.094, 1.366, -0.875], [0.297, -1.469, 1.107], [0.298, -0.298, -1.085], [-0.730, -0.090, -0.250], [0.375, 0.210, 0.342], [-0.324, 0.254, 0.675], [-0.174, 0.168, -0.114], [0.147, -0.143, 0.203]],
  "total_charge": 0,
  "homo_lumo_gap_ha": 0.35054,
  "relative_energy_ev": 2.1810,
  "smiles": "CCOP(=O)(OCC)OCC.CN(C)C=O.ClCCCl.ClCCCl.ClCCCl"
}



Record 2
{
  "formula": "C15H35AlFeN5O9P",
  "method": "ωB97M-V/def2-TZVPD",
  "symbols": ["Fe", "Al", "P", "O", "O", "O", "O", "C", "O", "N", "C", "C", "H", "H", "H", "H", "H", "H", "H", "C", "O", "N", "C", "C", "H", "H", "H", "H", "H", "H", "H", "C", "O", "N", "C", "C", "H", "H", "H", "H", "H", "H", "H", "C", "O", "N", "C", "C", "H", "H", "H", "H", "H", "H", "H", "C", "O", "N", "C", "C", "H", "H", "H", "H", "H", "H", "H"],
  "positions_angstrom": [[-0.63933, 1.66049, -1.73540], [2.06815, 1.35726, 2.05665], [-0.02578, -0.07376, -0.36276], [-1.53236, 0.28550, -0.57542], [0.41687, 1.46529, -0.19279], [0.45079, -0.03910, -1.86991], [0.64234, -0.85876, 0.86575], [2.21586, -0.60758, -6.62081], [2.27784, -0.40414, -7.80580], [1.60863, 0.29042, -5.77284], [1.79673, 0.23852, -4.32109], [0.92194, 1.47756, -6.36183], [2.48856, -1.52815, -6.08194], [1.33900, -0.68989, -3.97955], [1.40741, 1.14805, -3.86363], [2.86442, 0.15409, -4.11858], [0.71080, 1.39786, -7.42821], [0.06620, 1.84559, -5.79582], [1.79143, 2.13214, -6.30178], [-0.34775, -1.17683, 3.74431], [0.63518, -0.57120, 4.08539], [-1.49513, -1.38355, 4.41366], [-2.55881, -2.15998, 3.82077], [-1.61902, -0.93495, 5.85610], [-0.41967, -1.65986, 2.75754], [-3.60338, -1.88796, 3.97235], [-2.54123, -3.19291, 4.16838], [-2.41045, -2.02507, 2.74937], [-2.65425, -0.60563, 5.94528], [-1.50632, -1.86787, 6.40841], [-0.73252, -0.39813, 6.19381], [-1.98790, 1.70280, 2.59351], [-0.73621, 1.76183, 2.77754], [-2.93424, 2.17607, 3.41789], [-4.36997, 1.92295, 3.18800], [-2.57904, 2.88817, 4.63668], [-2.34771, 1.22580, 1.66873], [-4.71959, 2.59072, 2.40063], [-5.01345, 1.90718, 4.06765], [-4.40315, 0.88233, 2.86535], [-1.55901, 2.72579, 4.98494], [-2.83479, 3.94692, 4.59488], [-3.21305, 2.50390, 5.43572], [-1.61503, -5.63517, 0.16653], [-1.98070, -6.81626, 0.17446], [-0.33506, -5.38752, 0.55510], [0.12816, -4.00184, 0.81611], [0.70624, -6.32863, 0.67562], [-2.19256, -4.78078, -0.21906], [-0.67406, -3.26991, 0.72229], [0.80706, -3.63331, 0.04709], [0.52303, -3.81046, 1.81388], [1.44063, -5.85278, 1.32551], [0.46308, -7.34064, 0.99937], [1.15425, -6.10036, -0.29147], [1.75831, 3.53779, -1.90353], [0.67813, 3.13581, -2.53099], [2.85381, 3.79635, -2.64421], [4.19510, 4.01832, -2.04797], [2.84949, 3.72224, -4.09181], [1.90351, 3.72169, -0.82775], [4.76161, 4.72828, -2.65058], [4.82215, 3.12953, -1.97749], [4.10666, 4.49281, -1.07066], [3.66521, 4.29795, -4.52913], [3.08574, 2.68862, -4.34464], [1.97716, 4.06619, -4.64754]],
  "forces_ev_per_angstrom": [[0.966, 0.454, 0.357], [-1.430, -0.850, 0.488], [2.541, -1.948, 3.311], [-0.370, -0.190, 0.131], [0.504, 1.936, 1.184], [0.072, -1.352, -0.232], [-2.350, 2.554, -4.664], [0.050, -1.703, -0.820], [0.105, 0.025, 0.575], [-1.773, 2.338, 0.512], [0.109, -0.067, -0.997], [1.188, -0.603, -0.028], [0.488, 0.060, -0.335], [-0.258, 0.061, 0.391], [-0.150, -0.413, -0.075], [0.173, -0.085, 0.020], [-0.043, -0.564, 0.220], [0.337, -0.277, 0.261], [-0.209, 0.993, 0.021], [-1.661, -1.138, -1.318], [1.352, 1.015, 0.676], [0.256, 1.611, 2.006], [0.133, -0.388, -0.510], [0.205, -2.321, -1.485], [0.221, 0.137, -0.127], [0.214, 0.954, 0.595], [0.302, -0.237, -0.379], [-0.085, -0.778, -0.137], [0.482, 0.730, 0.553], [-0.446, -0.125, 0.378], [-0.615, 0.867, -0.466], [1.753, -0.007, 0.260], [-1.789, 0.325, -0.282], [0.542, 0.147, 0.567], [0.823, -0.940, -0.955], [-0.460, -0.161, 0.923], [-0.283, -0.033, 0.244], [-0.405, -0.082, 0.250], [0.518, 0.678, 0.177], [-0.367, 0.059, -0.498], [0.019, 0.073, -0.605], [0.299, 0.102, -0.340], [-0.043, -0.142, 0.056], [1.143, -3.114, 0.402], [-0.571, 1.747, -0.532], [-1.867, 3.982, 1.380], [-1.126, 0.121, -0.884], [1.367, 0.659, -0.395], [-0.059, -0.009, 0.387], [-0.544, -0.333, 0.020], [0.635, -0.350, 0.088], [0.269, -0.548, -0.020], [-0.021, -0.547, 0.588], [-0.099, 0.236, -0.577], [0.872, -1.864, -0.445], [-0.059, -0.442, -3.006], [1.238, 0.225, 2.045], [-0.635, 0.274, 1.140], [-0.094, 0.794, 0.256], [0.554, -0.525, -0.910], [-0.587, -0.377, -0.313], [-0.296, 0.020, -0.140], [-0.448, -0.289, -0.030], [-0.143, -0.258, 0.072], [0.123, 0.140, 0.504], [-0.167, -0.120, -0.324], [-0.399, -0.136, 0.794]],
  "total_charge": 2,
  "homo_lumo_gap_ha": [0.11003, 0.06633],
  "spin_multiplicity": 5
}



In order of appearance, total energy = -112259.0495, -92254.9995 eV.
In order of appearance, molecular weight = 552.1, 543.3 g/mol.